No. 1
# C3H8O2

A molecular structure, C3H8O2 at a distorted geometry (the ωB97M-V functional and the def2-TZVPD basis, OMol25).

```
13
Properties=species:S:1:pos:R:3:forces:R:3
C -1.63096 -0.43945 0.20379 -3.217 -1.834 1.420
C 0.16170 0.63686 -0.60841 2.045 1.806 0.745
C 1.37279 0.28523 0.30434 -1.805 -0.005 -0.072
H -1.83013 -1.68492 0.39894 -0.270 3.892 -0.125
H -1.45905 0.21067 1.49688 -0.196 -2.048 -4.186
H -2.67451 0.18452 -0.41208 3.203 -1.961 2.136
H 0.56660 1.00536 -1.58623 -0.797 -0.484 0.520
H -0.46428 1.43497 -0.06420 1.004 -0.852 -1.182
H 0.88768 0.11890 1.29312 0.663 -0.264 -0.245
H 2.00785 1.13973 0.37765 0.747 0.448 0.100
H 1.50048 -1.51939 -0.55198 0.800 1.488 0.871
O -0.54842 -0.55537 -0.67952 -1.419 0.769 0.631
O 2.11027 -0.81711 -0.17231 -0.757 -0.955 -0.614
```
Positions in Å, forces in eV/Å.

Summary:
Relative energy (zero: lowest compared OMol25 entry of this formula, charge and spin) (kcal per mole): 96.1
E_LUMO (hartree): 0.0287
Net charge: 0

No. 2
# C3H8O2

2 unconnected molecules or ions with the total composition C3H8O2 (the ωB97M-V functional and the def2-TZVPD basis, OMol25).

```
13
Properties=species:S:1:pos:R:3:forces:R:3
C -0.93544 -0.45841 1.25654 0.615 0.579 0.200
C -0.66757 0.32333 0.20852 -0.270 -0.363 -0.659
O -0.02984 1.54415 0.30228 -0.441 -0.244 0.220
C -1.09186 -0.01928 -1.19040 -0.022 -0.294 -0.616
H -0.98624 -1.52947 1.14271 -0.986 -0.042 -0.093
H -0.97708 -0.01081 2.23950 0.657 -0.223 0.227
H 0.88545 1.28469 0.48868 0.076 0.437 0.018
H -1.98475 -0.64481 -1.21836 0.087 -0.034 0.215
H -0.33718 -0.53110 -1.79759 0.193 0.138 0.197
H -1.34043 0.89372 -1.73385 0.094 0.100 0.161
H 2.02656 -0.63681 0.62005 0.021 0.407 0.017
H 2.98260 -0.33095 -0.49525 0.059 0.330 -0.115
O 2.45577 0.11576 0.17718 -0.083 -0.791 0.227
```
Positions in Å, forces in eV/Å.

Summary:
Relative energy (zero: lowest compared OMol25 entry of this formula, charge and spin) (kcal per mole): 33.9
Structure (SMILES): C=C(C)O.O
E_LUMO (hartree): 0.0202
Net charge: 0

No. 3
# C3H8O2

2 unconnected molecules or ions with the total composition C3H8O2 (the ωB97M-V functional and the def2-TZVPD basis, OMol25).

```
13
Properties=species:S:1:pos:R:3:forces:R:3
C 2.80198 -0.16128 -1.73243 0.020 0.224 -0.279
O 2.52136 -1.49455 -2.12903 0.215 -0.178 0.135
H 3.10026 -0.03979 -0.68808 -0.376 -0.208 0.080
H 1.92340 0.44374 -1.97978 0.202 0.197 0.291
H 3.65661 0.21302 -2.29601 -0.063 -0.045 -0.259
H 2.41989 -2.05031 -1.35465 -0.006 0.012 0.041
O -1.92231 0.53635 2.64091 0.094 0.098 0.036
C -2.37536 0.47375 1.53151 0.548 -0.243 -0.057
C -1.61496 0.69258 0.24724 -0.425 0.051 -0.559
H -3.42926 0.19476 1.37500 -0.268 0.105 0.075
H -1.55310 1.75944 0.01376 -0.111 0.013 0.138
H -0.60423 0.29874 0.17676 0.029 -0.111 0.518
H -2.21487 0.22991 -0.53895 0.141 0.083 -0.162
```
Positions in Å, forces in eV/Å.

Summary:
Relative energy (zero: lowest compared OMol25 entry of this formula, charge and spin) (kcal per mole): 35.2
Structure (SMILES): CC=O.CO
E_LUMO (hartree): 0.0263
Net charge: 0

What did the second record say?
# C3H8O2

2 unconnected molecules or ions with the total composition C3H8O2 (the ωB97M-V functional and the def2-TZVPD basis, OMol25).

```
13
Properties=species:S:1:pos:R:3:forces:R:3
C -0.93544 -0.45841 1.25654 0.615 0.579 0.200
C -0.66757 0.32333 0.20852 -0.270 -0.363 -0.659
O -0.02984 1.54415 0.30228 -0.441 -0.244 0.220
C -1.09186 -0.01928 -1.19040 -0.022 -0.294 -0.616
H -0.98624 -1.52947 1.14271 -0.986 -0.042 -0.093
H -0.97708 -0.01081 2.23950 0.657 -0.223 0.227
H 0.88545 1.28469 0.48868 0.076 0.437 0.018
H -1.98475 -0.64481 -1.21836 0.087 -0.034 0.215
H -0.33718 -0.53110 -1.79759 0.193 0.138 0.197
H -1.34043 0.89372 -1.73385 0.094 0.100 0.161
H 2.02656 -0.63681 0.62005 0.021 0.407 0.017
H 2.98260 -0.33095 -0.49525 0.059 0.330 -0.115
O 2.45577 0.11576 0.17718 -0.083 -0.791 0.227
```
Positions in Å, forces in eV/Å.

Summary:
Relative energy (zero: lowest compared OMol25 entry of this formula, charge and spin) (kcal per mole): 33.9
Structure (SMILES): C=C(C)O.O
E_LUMO (hartree): 0.0202
Net charge: 0

Question: The lowest E_LUMO belongs to which entry?
Answer: number 2

Question: What is the net charge in the third record?
Answer: 0

Question: Among the records above, which one has the lowest relative energy (zero: lowest compared OMol25 entry of this formula, charge and spin)?
Answer: number 2